Record 1
ORCA calculation (the ωB97M-V functional and the def2-TZVPD basis) on a molecular structure, C10H27I2O2P2SiTb.

Calculated values
total charge	+2
LUMO level (alpha / beta)	-10.50 / -10.58	eV
Kohn-Sham gap (alpha / beta)	4.273 / 4.228	eV
E_tot	-79979.1444	eV
HOMO (alpha / beta)	-14.7754 / -14.8042	eV
2S+1	7

Last column: Löwdin charge in e.
Cartesian coordinates (Å):
I1 -3.667 4.497 -0.298  0.5604
I2 -1.228 3.232 -2.121  0.3243
Tb1 0.078 0.820 -1.078  0.8962
P1 1.184 2.495 1.012  0.7550
C1 0.880 4.322 1.313  -0.2388
C2 1.240 1.794 2.727  -0.2172
H1 2.075 2.125 3.337  0.0655
H2 3.664 2.791 0.930  0.0673
H3 1.242 0.707 2.767  0.0245
H4 3.119 1.412 0.047  0.0325
H5 -0.039 4.536 1.887  0.0530
H6 0.321 2.087 3.254  0.0580
C3 2.853 2.426 0.321  -0.2720
H7 1.704 4.776 1.887  0.0653
H8 2.912 2.990 -0.613  0.0563
H9 0.774 4.934 0.403  0.0396
P2 -2.392 -0.601 -1.602  0.7542
C4 -4.006 0.089 -2.264  -0.2384
C5 -1.685 -1.508 -2.997  -0.2718
H10 -2.155 -2.230 0.287  0.0246
H11 -3.491 -2.688 -0.731  0.0653
H12 -3.627 -1.324 0.369  0.0577
C6 -2.953 -1.832 -0.335  -0.2177
H13 -0.709 -1.908 -2.747  0.0325
H14 -2.252 -2.334 -3.395  0.0674
H15 -4.612 -0.700 -2.740  0.0652
H16 -3.898 0.884 -3.020  0.0406
H17 -1.505 -0.842 -3.843  0.0561
H18 -4.653 0.540 -1.491  0.0529
C7 -1.633 1.364 0.612  -0.2331
O1 -2.504 2.001 1.044  -0.0537
C8 0.407 -3.509 0.597  -0.1628
Si1 1.512 -2.059 0.367  0.2104
C9 2.322 -1.853 2.004  -0.1629
C10 2.810 -2.398 -0.998  -0.1496
O2 0.536 -0.788 0.197  -0.5524
H19 1.129 -4.303 0.779  0.0485
H20 -0.206 -3.698 -0.288  0.0305
H21 -0.244 -3.368 1.458  0.0438
H22 2.893 -2.777 2.079  0.0485
H23 2.958 -0.966 2.034  0.0307
H24 1.580 -1.787 2.798  0.0439
H25 2.305 -2.547 -1.961  0.0220
H26 3.477 -1.532 -1.097  0.0220
H27 3.485 -3.267 -0.892  0.0558

---

Record 2
ORCA calculation (the ωB97M-V functional and the def2-TZVPD basis) on a gas-phase ion, C4H10N5O (charge +1).

Calculated values
total charge	+1
LUMO level	-3.16	eV
Kohn-Sham gap	9.838	eV
energy above the lowest of the compared OMol25 structures with the same formula, charge and spin	3.879	eV
SMILES	[H]/N=C(\O)[C@H]1C(N)=[NH+]NN1C
E_tot	-13798.1117	eV
HOMO	-12.9966	eV

Last column: Löwdin charge in e.
Cartesian coordinates (Å):
H1 -3.163 1.672 0.011  0.0814
N1 -2.431 1.026 -0.249  0.1804
C1 -1.740 0.356 0.567  -0.4325
O1 -1.764 0.308 1.907  0.1192
C2 -0.552 -0.383 -0.068  -0.0982
C3 0.406 0.887 -0.950  -0.1656
N2 -0.023 1.385 -2.082  0.2120
N3 1.425 1.091 -0.155  0.1388
N4 1.252 0.262 1.092  0.0643
N5 0.449 -0.825 0.780  -0.2195
C4 1.014 -2.137 0.386  -0.0086
H2 -1.224 -0.226 2.472  0.1082
H3 -1.002 -1.105 -0.640  0.1166
H4 0.151 2.348 -2.335  0.1441
H5 -0.621 0.801 -2.624  0.1268
H6 2.103 1.825 -0.315  0.1773
H7 2.230 0.082 1.344  0.1459
H8 2.074 -2.002 0.624  0.0849
H9 0.634 -2.998 0.973  0.0990
H10 0.784 -2.368 -0.738  0.1255

---

no.,largest force on an atom (eV/Å)
1,5.1
2,4.5